(1)
{
  "formula": "C12H43N13NiO14S",
  "method": "ωB97M-V/def2-TZVPD",
  "total_charge": 0,
  "spin_multiplicity": 3,
  "s_squared": 2.004,
  "gap_ev": [9.710, 9.711],
  "lumo_ha": [0.01086, 0.01083],
  "homo_ev": [-9.41, -9.42],
  "symbols": ["Ni", "S", "O", "O", "O", "O", "C", "O", "N", "N", "H", "H", "H", "H", "C", "O", "N", "N", "H", "H", "H", "H", "C", "O", "N", "N", "H", "H", "H", "H", "C", "O", "N", "N", "H", "H", "H", "H", "C", "O", "N", "N", "H", "H", "H", "H", "C", "O", "N", "N", "H", "H", "H", "H", "O", "H", "H", "O", "H", "H", "C", "O", "C", "C", "N", "C", "C", "O", "C", "H", "H", "H", "H", "H", "H", "H", "H", "H", "H", "H", "H", "H", "H", "H"],
  "positions_angstrom": [[-0.842, 0.152, 1.196], [-0.089, -1.082, -1.133], [0.426, -0.694, -2.473], [-0.335, -2.512, -1.060], [0.735, -0.699, 0.032], [-1.354, -0.251, -0.869], [3.999, -0.691, 2.930], [3.909, 0.302, 3.631], [5.026, -1.626, 2.884], [3.233, -0.861, 1.823], [5.891, -1.351, 3.347], [5.242, -2.026, 1.995], [2.346, -0.379, 1.698], [3.067, -1.819, 1.488], [-1.100, -2.919, 1.744], [-1.507, -1.736, 1.730], [0.218, -3.084, 1.699], [-2.016, -3.937, 1.865], [0.728, -3.927, 1.793], [0.736, -2.447, 1.071], [-2.961, -3.652, 2.092], [-1.703, -4.812, 2.213], [3.604, 1.672, -1.530], [4.555, 2.333, -1.221], [3.164, 0.640, -0.833], [2.712, 2.015, -2.514], [3.678, 0.152, -0.141], [2.315, 0.231, -1.105], [2.876, 2.891, -3.017], [1.929, 1.456, -2.692], [-3.817, 0.570, 0.998], [-2.723, 0.950, 1.535], [-4.648, 1.525, 0.516], [-4.061, -0.779, 0.808], [-5.291, 1.432, -0.224], [-4.287, 2.425, 0.791], [-4.835, -1.163, 0.331], [-3.302, -1.428, 1.032], [3.545, -3.553, -0.857], [3.496, -3.708, 0.362], [4.562, -2.882, -1.465], [2.535, -4.021, -1.588], [5.297, -2.435, -0.950], [4.471, -2.496, -2.453], [2.385, -3.693, -2.537], [1.679, -4.143, -1.114], [-5.129, 0.237, -2.570], [-5.851, 0.627, -1.624], [-3.765, 0.169, -2.571], [-5.722, -0.095, -3.811], [-3.338, 0.600, -1.788], [-3.173, -0.068, -3.351], [-5.211, -0.728, -4.491], [-6.698, -0.400, -3.853], [2.543, -1.681, -3.985], [2.014, -1.205, -3.271], [2.316, -1.063, -4.706], [-1.592, -0.653, -4.442], [-1.601, -1.454, -4.934], [-0.788, -0.727, -3.907], [-2.650, 4.642, -0.629], [-1.631, 4.322, 0.320], [-0.264, 4.245, 0.000], [0.099, 2.820, -0.017], [-0.069, 2.143, 1.314], [1.028, 2.166, 2.202], [0.783, 1.457, 3.488], [0.365, 0.134, 3.118], [-0.243, -0.576, 4.173], [-2.739, 3.852, -1.401], [-2.417, 5.605, -1.213], [-3.545, 4.670, -0.038], [0.314, 4.926, 0.698], [0.084, 4.718, -0.890], [1.123, 2.713, -0.265], [-0.473, 2.303, -0.741], [-0.956, 2.592, 1.678], [1.292, 3.137, 2.513], [1.887, 1.625, 1.737], [-0.071, 1.802, 3.979], [1.678, 1.461, 4.151], [-1.181, -0.127, 4.490], [0.493, -0.535, 4.999], [-0.403, -1.595, 3.809]],
  "atomic_forces_ev_per_a": [[0.193, -0.152, -0.497], [-3.249, 0.027, -1.231], [0.704, 0.330, 1.078], [-0.020, -0.036, -0.336], [1.875, 0.629, 1.093], [0.906, -0.438, 0.200], [1.073, 0.889, -1.630], [0.102, -0.694, 0.791], [0.996, 0.450, 1.754], [-2.300, -1.221, -1.394], [-0.633, -0.017, 0.175], [-0.429, -0.286, -0.463], [0.414, 0.263, 0.640], [0.733, 0.273, 0.118], [-0.502, 0.799, 0.150], [-1.102, -0.160, -0.426], [1.371, -0.001, -0.457], [0.707, 1.056, -0.057], [-0.166, -1.156, 0.055], [-0.732, 0.075, 0.630], [0.353, -0.076, 0.082], [0.101, -0.666, 0.055], [-1.187, 0.886, -0.029], [1.890, 1.025, -0.129], [-0.219, -1.352, 0.524], [1.261, 1.827, -0.798], [0.603, -0.012, 0.555], [-1.020, -0.764, -0.110], [-0.196, -0.863, 0.358], [-1.129, -0.626, -0.451], [0.897, -1.213, -1.158], [-0.837, -0.417, 0.206], [1.855, 0.114, 2.578], [1.016, 1.437, 1.000], [-0.992, -0.700, -1.128], [-0.227, 0.131, -0.271], [-0.880, 0.289, -0.578], [-0.112, 0.740, -0.083], [0.256, 1.003, 1.173], [0.511, 0.146, 0.956], [0.007, 0.757, -2.837], [-0.265, -0.075, -2.574], [-0.214, -0.243, 0.488], [-0.168, -0.954, 1.903], [0.299, 0.003, 0.129], [-0.769, -0.173, 0.713], [-0.539, -0.053, -1.144], [0.915, -0.759, -1.409], [-2.039, 0.349, 0.442], [0.531, -1.644, -0.972], [0.713, -0.020, 0.628], [0.070, -0.189, -0.279], [-0.314, 1.385, 1.486], [0.476, 0.623, 0.797], [-0.938, 1.557, 0.601], [0.525, -1.136, -0.575], [0.485, -0.686, 0.025], [-0.098, 0.914, 0.286], [-0.135, -1.045, -0.717], [0.099, 0.159, 0.510], [1.793, 0.264, -1.371], [-0.728, 0.705, 0.292], [0.299, 1.611, 1.031], [1.208, -0.689, 1.725], [-3.662, 0.102, -1.484], [1.795, -0.902, 0.411], [0.326, -1.431, -0.388], [-0.074, -0.297, -1.050], [1.093, -0.337, 0.632], [-0.027, 0.172, 0.338], [-0.509, -1.095, 1.130], [-0.524, 0.415, -0.023], [-0.623, -1.220, 0.130], [-0.579, 0.196, -1.517], [1.216, -0.222, -0.507], [-0.735, -0.625, -0.734], [1.300, -0.631, 0.048], [0.820, 1.600, -0.078], [-0.412, 0.840, 0.044], [-1.255, 1.436, 1.173], [-0.524, -0.209, -0.557], [-0.222, 0.139, -0.041], [-0.583, -0.432, -0.044], [0.081, 0.302, 0.390]]
}

---

(2)
{
  "formula": "C12H43NO10",
  "method": "ωB97M-V/def2-TZVPD",
  "total_charge": 0,
  "smiles": "CC1(C)CCCC(C)(C)N1O.CO.CO.CO.O.O.O.O.O.O",
  "de_lowest_kcal_mol": 80.1,
  "gap_ev": 8.362,
  "lumo_ha": -0.00025,
  "homo_ev": -8.37,
  "symbols": ["C", "C", "C", "C", "C", "C", "C", "C", "C", "N", "O", "H", "H", "H", "H", "H", "H", "H", "H", "H", "H", "H", "H", "H", "H", "H", "H", "H", "H", "H", "C", "O", "H", "H", "H", "H", "C", "O", "H", "H", "H", "H", "C", "O", "H", "H", "H", "H", "O", "H", "H", "O", "H", "H", "O", "H", "H", "O", "H", "H", "O", "H", "H", "O", "H", "H"],
  "positions_angstrom": [[3.806, -1.671, -0.452], [4.017, -0.650, 0.735], [3.233, -1.175, 1.964], [5.591, -0.663, 1.145], [6.481, 0.236, 0.306], [5.870, 1.617, 0.332], [4.478, 1.760, -0.225], [4.057, 3.193, 0.095], [4.416, 1.625, -1.788], [3.608, 0.751, 0.441], [2.286, 0.779, 0.102], [4.248, -2.661, -0.338], [2.727, -1.685, -0.602], [4.156, -1.381, -1.442], [3.537, -0.510, 2.772], [2.158, -1.022, 1.863], [3.427, -2.211, 2.238], [5.740, -0.571, 2.221], [6.006, -1.636, 0.881], [7.506, 0.244, 0.676], [6.418, -0.105, -0.727], [6.498, 2.337, -0.192], [5.821, 1.945, 1.370], [4.489, 3.867, -0.644], [4.183, 3.643, 1.080], [3.011, 3.407, -0.123], [3.363, 1.783, -2.020], [4.763, 0.632, -2.074], [5.037, 2.332, -2.338], [2.274, 0.552, -0.830], [-2.170, -2.690, -0.190], [-2.949, -1.532, -0.014], [-1.679, -3.045, 0.716], [-2.728, -3.509, -0.643], [-1.478, -2.512, -1.013], [-2.413, -0.793, 0.283], [-0.049, 3.538, 3.645], [-0.019, 2.134, 3.646], [0.844, 3.971, 4.094], [-0.076, 3.988, 2.653], [-0.930, 4.018, 4.071], [0.282, 1.860, 2.777], [-7.334, -5.644, -2.147], [-7.878, -5.243, -0.891], [-6.300, -5.313, -2.241], [-7.547, -6.713, -2.164], [-7.972, -5.142, -2.875], [-7.391, -4.539, -0.455], [-5.894, -3.269, 1.508], [-5.133, -2.745, 1.258], [-5.560, -3.879, 2.166], [-7.427, 0.028, 0.191], [-7.306, -0.539, 0.952], [-6.571, 0.040, -0.238], [0.202, 0.671, -4.094], [0.262, 1.018, -4.984], [-0.723, 0.447, -3.985], [-4.975, 2.946, -1.514], [-5.695, 3.565, -1.391], [-4.443, 3.037, -0.724], [-3.605, 3.174, 1.924], [-3.509, 2.563, 2.654], [-3.808, 4.013, 2.339], [-3.513, 0.458, -3.562], [-3.742, 1.177, -2.972], [-3.978, -0.300, -3.207]],
  "atomic_forces_ev_per_a": [[-0.527, 1.167, -0.280], [2.416, -0.783, -0.263], [0.100, 1.193, -0.111], [-0.676, -0.978, -0.943], [-1.394, 0.694, -0.024], [0.911, 0.460, 0.365], [-0.348, -0.276, -0.483], [-1.358, 1.004, -0.699], [0.067, -0.447, 1.090], [1.871, -0.436, 1.714], [-1.079, 0.530, -0.585], [-0.356, 0.012, 0.682], [-0.158, -0.730, 0.097], [0.449, 0.605, 0.105], [-0.046, -0.211, 0.317], [-0.006, -0.174, -0.284], [0.209, 0.045, -0.260], [-0.168, 0.486, -0.008], [-0.553, -0.587, 0.400], [-0.007, -0.086, -0.180], [0.502, -0.278, -0.096], [0.079, 0.123, -0.066], [0.070, 0.088, 0.173], [0.684, -0.019, 0.139], [0.538, -0.667, 0.216], [-0.429, -0.631, 0.036], [0.084, -0.097, -0.620], [-0.310, -0.058, -0.149], [-0.127, 0.235, 0.270], [-0.540, -0.165, -0.546], [0.672, -0.180, -1.136], [-1.051, -0.063, 0.314], [0.080, 0.101, -0.015], [-0.787, 0.137, 0.565], [0.771, 0.120, 0.335], [0.217, -0.150, -0.033], [0.360, 1.399, -0.687], [-0.443, -0.036, 0.015], [0.027, -0.120, 0.400], [0.157, -0.403, -0.494], [-0.172, -0.716, 0.688], [0.083, -0.143, 0.019], [-1.165, 0.831, 0.879], [-0.156, -0.105, 0.783], [0.069, -0.545, -0.243], [0.709, -0.032, -0.483], [0.364, -0.166, -0.622], [0.226, 0.056, -0.223], [-0.297, 0.023, -0.156], [0.329, 0.247, -0.180], [0.008, -0.196, 0.186], [-0.184, 0.153, -0.057], [-0.020, -0.238, 0.214], [0.224, 0.071, -0.156], [0.304, -0.036, 0.184], [0.030, 0.088, -0.201], [-0.438, -0.053, 0.082], [0.146, -0.245, -0.270], [-0.227, 0.088, -0.034], [0.193, 0.008, 0.384], [0.002, -0.009, -0.352], [0.065, -0.228, 0.178], [-0.054, 0.238, 0.079], [0.356, -0.093, -0.247], [-0.194, 0.381, 0.192], [-0.103, -0.204, 0.089]]
}

---

(3)
{
  "formula": "C12H44N20NiO12",
  "method": "ωB97M-V/def2-TZVPD",
  "total_charge": 0,
  "spin_multiplicity": 3,
  "s_squared": 2.005,
  "de_lowest_kcal_mol": 0.0,
  "gap_ev": [7.334, 7.319],
  "lumo_ha": [-0.08400, -0.08435],
  "homo_ev": [-9.62, -9.61],
  "symbols": ["Ni", "O", "C", "C", "O", "H", "H", "H", "H", "C", "O", "N", "N", "H", "H", "H", "H", "C", "O", "N", "N", "H", "H", "H", "H", "C", "O", "N", "N", "H", "H", "H", "H", "C", "O", "N", "N", "H", "H", "H", "H", "C", "O", "N", "N", "H", "H", "H", "H", "C", "O", "N", "N", "H", "H", "H", "H", "C", "O", "N", "N", "H", "H", "H", "H", "C", "O", "N", "N", "H", "H", "H", "H", "C", "O", "N", "N", "H", "H", "H", "H", "C", "O", "N", "N", "H", "H", "H", "H"],
  "positions_angstrom": [[2.570, -1.542, 1.171], [2.605, 0.096, 0.068], [1.226, 0.244, -0.273], [0.197, -0.153, 0.802], [0.518, -1.341, 1.478], [1.194, -0.313, -1.219], [0.966, 1.261, -0.605], [-0.712, -0.316, 0.213], [0.030, 0.699, 1.471], [-0.002, -1.263, -4.520], [0.540, -2.272, -4.064], [-0.407, -1.139, -5.811], [-0.087, -0.144, -3.763], [-1.148, -0.476, -5.968], [-0.420, -1.981, -6.360], [0.030, -0.227, -2.771], [-0.326, 0.747, -4.163], [-3.986, 2.491, 2.847], [-4.804, 2.450, 3.767], [-3.321, 1.385, 2.414], [-3.705, 3.626, 2.165], [-3.298, 0.538, 2.951], [-2.584, 1.557, 1.751], [-4.016, 4.517, 2.497], [-2.966, 3.460, 1.500], [-3.176, 1.787, -1.110], [-2.923, 2.813, -0.471], [-4.250, 0.992, -0.940], [-2.337, 1.347, -2.117], [-5.044, 1.358, -0.445], [-4.285, 0.298, -1.666], [-1.438, 1.783, -2.220], [-2.629, 0.587, -2.704], [-0.643, -0.829, 5.021], [-1.035, -0.927, 6.182], [0.210, -1.662, 4.384], [-1.040, 0.231, 4.255], [0.595, -2.430, 4.902], [0.482, -1.430, 3.435], [-0.367, 0.368, 3.516], [-1.539, 1.020, 4.623], [4.144, 3.424, 1.350], [4.206, 4.471, 1.991], [5.175, 2.756, 0.744], [3.002, 2.700, 1.379], [6.080, 3.185, 0.755], [4.895, 1.840, 0.458], [2.250, 3.124, 1.890], [2.815, 1.826, 0.902], [4.535, 1.551, -2.663], [5.365, 2.138, -3.346], [4.775, 0.477, -1.855], [3.265, 2.012, -2.561], [5.702, 0.106, -1.758], [4.146, 0.347, -1.067], [2.998, 2.803, -3.118], [2.594, 1.547, -1.982], [-0.365, 5.043, -1.191], [0.242, 6.016, -1.621], [-0.135, 4.512, 0.038], [-1.162, 4.276, -1.994], [0.427, 5.016, 0.699], [-0.611, 3.665, 0.291], [-1.498, 4.781, -2.799], [-1.865, 3.717, -1.489], [2.534, -3.682, -1.324], [2.365, -2.773, -0.485], [1.510, -4.510, -1.584], [3.715, -3.987, -1.883], [0.585, -4.381, -1.203], [1.569, -5.245, -2.268], [4.577, -3.501, -1.730], [3.662, -4.781, -2.496], [-1.474, -4.865, 2.646], [-1.926, -5.405, 1.646], [-0.954, -3.597, 2.729], [-1.450, -5.503, 3.847], [-0.446, -3.452, 3.585], [-0.641, -3.059, 1.935], [-1.420, -5.088, 4.758], [-1.684, -6.477, 3.748], [-2.850, -2.435, -1.065], [-3.590, -2.971, -1.878], [-1.474, -2.533, -1.168], [-3.251, -1.959, 0.138], [-1.077, -2.526, -2.098], [-1.032, -1.931, -0.484], [-2.715, -1.662, 0.936], [-4.182, -2.218, 0.425]],
  "atomic_forces_ev_per_a": [[-2.358, 0.767, -2.205], [-0.425, -0.439, 1.914], [0.752, -0.051, -0.940], [0.507, -0.518, -0.889], [1.990, 0.117, 0.174], [-0.879, -0.622, 0.252], [0.336, 0.356, 0.418], [-0.390, 0.376, 0.232], [0.061, 0.038, 0.147], [1.574, -1.065, 0.549], [-0.721, 0.109, -0.201], [-0.396, 0.295, -0.107], [-0.711, 0.763, 0.011], [0.008, -0.098, -0.337], [-0.023, -0.024, 0.066], [0.205, -0.015, -0.032], [0.034, 0.001, 0.060], [-1.822, 0.291, 1.956], [0.532, -0.118, -0.458], [0.540, -0.034, -0.855], [0.753, -0.931, -0.389], [-0.109, 0.151, 0.203], [0.083, -0.469, -0.001], [0.081, 0.008, -0.014], [-0.303, 1.253, -0.334], [0.524, 0.056, -0.605], [-0.063, -0.634, 0.268], [0.660, 0.496, -0.304], [-0.394, 0.126, 0.684], [-0.113, -0.255, -0.056], [-1.048, -0.407, 0.442], [-0.073, 0.092, -0.162], [0.403, -0.059, -0.115], [-1.096, 1.127, 2.468], [0.439, -0.816, -0.791], [0.458, 0.107, 0.174], [0.709, -0.466, -1.499], [0.182, 0.202, 0.089], [0.019, -0.501, -0.128], [-0.514, 0.772, -0.232], [0.143, -0.100, 0.384], [0.391, 0.283, 1.646], [0.535, -0.222, -0.978], [-1.008, 0.900, 0.325], [-1.427, -0.417, -0.071], [0.145, -0.407, -0.254], [1.019, -0.190, -0.485], [0.028, 0.071, -0.032], [0.327, 0.071, -0.071], [0.827, 1.367, -0.071], [-0.097, -0.851, 0.019], [-0.039, -0.764, 0.522], [-0.658, -0.059, -0.073], [0.159, 0.376, -0.252], [-0.078, -0.244, -0.329], [0.057, 0.043, 0.096], [-0.104, 0.051, -0.039], [1.797, 0.657, -0.882], [-0.593, -0.066, 0.483], [-0.345, -0.257, 0.355], [-0.844, -0.666, -0.066], [0.061, 0.006, -0.057], [0.000, 0.105, 0.278], [0.052, 0.002, 0.007], [0.159, 0.601, -0.361], [-0.426, -0.280, 1.326], [0.531, 0.734, 0.717], [-0.164, -0.480, -0.545], [-0.630, -0.534, -0.448], [0.117, 0.475, 0.231], [0.128, 0.136, -0.096], [-0.140, 0.233, 0.026], [0.710, 0.126, -0.183], [-0.215, 0.529, -0.827], [0.487, 0.350, 0.166], [-0.128, -0.490, 0.220], [-0.007, -1.317, 0.172], [-0.182, 0.381, -0.421], [-0.117, -0.146, -0.130], [0.003, 0.176, -0.081], [-0.228, 0.110, 0.431], [0.657, -2.380, 0.073], [-0.178, 1.131, 0.048], [0.215, 0.941, 0.179], [-1.610, 0.511, 0.744], [-0.009, -0.028, -0.008], [0.617, -0.325, -0.375], [0.711, -0.151, -0.416], [-0.066, 0.025, -0.353]]
}